Entry P
{
  "formula": "C3H4O2S",
  "method": "the ωB97M-V functional and the def2-TZVPD basis",
  "species": ["C", "C", "C", "O", "O", "S", "H", "H", "H", "H"],
  "xyz": [[1.08601, 2.55934, -0.45821], [1.16736, 1.34134, -0.55321], [-1.62557, -1.48352, 1.05664], [1.22209, -0.45495, -2.39600], [0.43759, -0.94206, 0.03418], [1.44793, -0.32650, -0.96683], [0.91404, 3.58441, -0.21542], [-2.08582, -1.78789, 0.22418], [-1.44628, -0.38283, 1.34920], [-1.11734, -2.10735, 1.92547]],
  "homo_energy_ha": [-0.3101, -0.3656],
  "e_lumo_ev": [-2.740, -0.258]
}

***

Entry Q
{
  "formula": "C3H4O2S",
  "method": "the ωB97M-V functional and the def2-TZVPD basis",
  "species": ["C", "C", "C", "H", "H", "H", "H", "O", "O", "S"],
  "xyz": [[1.19330, 0.45517, 1.10105], [-0.21483, -0.14105, -0.69815], [-1.71034, -0.55491, -0.93931], [0.96524, 0.54297, 2.16558], [1.93717, -0.33296, 0.92902], [1.50876, 1.41185, 0.67647], [-2.25789, -0.53571, -0.00902], [-0.11653, 0.02422, 0.58606], [-2.21778, -0.85614, -1.97115], [0.91291, -0.01344, -1.84056]],
  "homo_energy_ha": -0.3369,
  "e_lumo_ev": -0.575
}

***

Most stable structure - entry Q; separation to the second - 575.1 kJ/mol.